Entry from the Open Molecules 2025 dataset: C43H89F3N4O7Y as an isolated structure (ωB97M-V/def2-TZVPD).

Output
HOMO ... -9.4 eV
Calculated total energy ... -2775.0424 Eh
Net charge ... +1
M ... 920.11 g mol⁻¹

Each line ends with the Mulliken charge.
Positions of all 147 atoms, in Å:
Y1 18.882 14.401 12.339  0.425
C1 17.811 15.690 16.695  -1.925
C2 17.502 14.532 15.776  1.059
C3 16.025 14.219 15.731  -1.073
O1 18.011 14.717 14.472  1.128
H1 17.765 15.446 17.761  0.359
H2 17.019 16.448 16.626  0.369
H3 18.729 16.266 16.572  0.349
H4 18.064 13.697 16.219  -0.139
H5 15.811 13.347 15.112  -0.176
H6 15.435 14.993 15.227  0.182
H7 15.643 14.233 16.753  0.363
C4 16.719 16.100 10.611  0.144
O2 16.699 16.107 12.041  -0.029
O3 17.893 15.417 10.389  -0.736
C5 15.286 15.784 10.100  0.651
F1 14.422 16.787 10.263  -0.248
F2 15.285 15.542 8.769  -0.288
F3 14.816 14.689 10.741  -0.196
C6 15.903 17.159 12.656  -0.662
C7 16.752 17.958 13.662  -0.334
H8 17.817 17.961 13.431  -0.237
H9 16.297 18.942 13.723  0.447
H10 16.751 17.363 14.576  -0.095
H11 15.070 16.673 13.166  0.279
H12 15.441 17.872 11.976  0.538
H13 17.017 17.052 10.143  0.236
C8 17.916 11.912 9.711  -2.093
C9 17.242 10.960 10.732  1.936
C10 17.977 9.612 10.525  -1.475
C11 17.912 8.526 11.591  -0.824
C12 18.248 9.168 12.929  -1.139
C13 17.460 10.486 13.250  1.424
N1 17.582 11.432 12.085  0.016
O4 17.035 12.681 12.383  0.994
C14 16.029 10.140 13.676  -1.701
C15 18.154 11.193 14.400  -1.771
C16 15.735 10.794 10.401  -1.478
H14 17.674 12.951 9.978  0.462
H15 17.700 11.925 8.646  0.405
H16 18.979 11.774 9.931  0.341
H17 17.312 9.132 9.795  0.375
H18 18.924 9.507 9.995  0.445
H19 18.565 7.667 11.429  0.475
H20 16.942 8.020 11.630  0.319
H21 19.304 9.437 13.001  0.421
H22 18.057 8.431 13.712  0.409
H23 16.190 9.642 14.631  0.492
H24 15.342 10.978 13.829  0.297
H25 15.540 9.474 12.965  0.392
H26 19.087 11.657 14.070  0.239
H27 17.451 11.897 14.846  -0.225
H28 18.436 10.559 15.244  0.607
H29 15.516 9.749 10.186  0.352
H30 15.425 11.319 9.500  0.434
H31 15.128 11.112 11.252  0.259
H32 16.103 12.412 12.503  -0.033
C17 23.568 10.696 20.938  -1.891
C18 22.421 11.472 20.295  1.317
C19 22.498 12.891 20.868  -1.436
C20 21.932 13.965 19.956  -0.816
C21 22.580 13.832 18.561  -1.162
C22 22.339 12.449 17.921  2.110
N2 22.718 11.412 18.856  0.328
O5 22.574 10.108 18.316  -0.495
C23 20.836 12.339 17.501  -1.670
C24 23.199 12.454 16.645  -1.783
C25 21.081 10.761 20.621  -1.313
H33 24.492 11.239 20.742  0.419
H34 23.512 9.666 20.589  0.418
H35 23.537 10.682 22.032  0.404
H36 22.027 12.770 21.848  0.524
H37 23.499 13.196 21.191  0.390
H38 22.177 14.912 20.439  0.475
H39 20.851 13.883 19.830  0.231
H40 23.641 14.067 18.659  0.601
H41 22.051 14.527 17.906  0.109
H42 20.473 13.104 16.812  0.033
H43 20.793 11.376 16.989  0.528
H44 20.186 12.397 18.371  0.292
H45 23.427 13.445 16.248  0.208
H46 24.189 12.041 16.857  0.532
H47 22.713 11.880 15.853  0.317
H48 20.292 10.989 19.903  0.223
H49 20.590 10.805 21.595  0.383
H50 21.285 9.694 20.499  0.348
H51 23.458 9.950 17.967  0.372
C26 21.835 18.012 10.840  -1.649
C27 21.768 16.467 11.040  1.308
C28 23.211 15.892 11.014  -1.397
C29 24.129 16.222 12.237  -0.920
C30 23.344 15.628 13.449  -1.188
C31 21.934 16.157 13.622  1.626
N3 21.172 16.104 12.342  1.099
O6 19.859 16.608 12.450  -0.057
C32 21.247 15.223 14.649  -1.618
C33 21.908 17.558 14.236  -1.741
C34 20.966 15.885 9.908  -1.659
H52 20.886 18.461 11.142  0.325
H53 22.058 18.192 9.791  0.526
H54 22.568 18.520 11.466  0.322
H55 23.115 14.805 10.936  0.383
H56 23.731 16.238 10.120  0.480
H57 24.141 17.311 12.311  0.340
H58 25.140 15.850 12.109  0.485
H59 23.920 15.932 14.325  0.518
H60 23.419 14.546 13.338  0.415
H61 22.005 15.048 15.411  0.099
H62 20.389 15.715 15.113  0.232
H63 20.792 14.289 14.303  -0.078
H64 22.384 18.324 13.621  0.289
H65 20.918 17.893 14.541  0.392
H66 22.559 17.516 15.111  0.501
H67 20.585 14.896 10.200  0.161
H68 21.576 15.655 9.034  0.436
H69 20.126 16.500 9.592  0.376
H70 19.949 17.568 12.561  0.270
C35 10.633 17.349 17.264  -1.920
C36 10.765 15.888 17.695  1.537
C37 11.710 15.253 16.660  -1.401
C38 12.096 13.819 17.047  -0.734
C39 12.830 13.948 18.387  -1.537
C40 12.068 14.605 19.548  2.164
N4 11.399 15.809 19.024  0.409
O7 10.764 16.563 20.031  -0.499
C41 11.109 13.640 20.201  -1.947
C42 13.141 14.998 20.577  -2.177
C43 9.378 15.218 17.612  -1.674
H71 11.590 17.878 17.291  0.403
H72 10.368 17.372 16.204  0.404
H73 9.937 17.967 17.829  0.396
H74 11.292 15.209 15.654  0.494
H75 12.654 15.806 16.692  0.407
H76 11.156 13.266 17.139  0.386
H77 12.719 13.341 16.292  0.397
H78 13.734 14.478 18.075  0.402
H79 13.126 12.940 18.693  0.485
H80 10.641 12.895 19.558  0.350
H81 10.310 14.142 20.753  0.392
H82 11.644 13.171 21.032  0.500
H83 13.608 15.941 20.288  0.435
H84 13.876 14.199 20.644  0.420
H85 12.621 15.191 21.516  0.481
H86 9.255 14.313 18.207  0.323
H87 8.613 15.875 18.029  0.416
H88 9.161 15.003 16.565  0.333
H89 11.441 17.207 20.265  0.338